# 1
Molecular formula: C12H18Cl9N3O3
Method: DFT, ωB97M-V with the def2-TZVPD basis set

Output
**LUMO energy (spin up / spin down)**: 2.364 / 2.299 eV
**Expectation value of S²**: 0.752
**HOMO energy (spin up / spin down)**: 0.14 / -7.38 eV
**Frontier orbital gap (spin up / spin down)**: 2.223 / 9.675 eV
**Total charge**: -1
**Multiplicity**: 2

XYZ file:
```
45
Properties=species:S:1:pos:R:3:forces:R:3
C -11.146 5.612 23.882 0.8 0.9 -0.3
C -10.160 6.190 22.924 0.9 -0.1 -0.7
N -9.409 6.585 22.127 -1.2 -0.5 1.3
H -10.826 5.708 24.920 0.3 0.3 0.0
H -11.259 4.542 23.707 -0.4 0.1 -0.5
H -12.036 6.226 23.743 -0.4 -0.6 0.1
C -10.675 -0.119 22.266 0.3 1.0 -1.0
C -10.281 0.337 20.904 -0.3 -1.5 2.6
N -10.059 0.607 19.828 0.6 0.6 -2.0
H -11.375 -0.946 22.151 -0.1 0.2 0.2
H -11.105 0.800 22.663 -0.5 -0.3 0.5
H -9.833 -0.399 22.900 0.1 0.0 -0.3
C -15.763 5.899 19.205 0.8 -1.9 -0.2
C -16.590 6.750 19.976 0.3 0.1 -0.4
N -17.246 7.416 20.621 -1.0 1.1 0.9
H -16.169 4.890 19.276 -0.4 -0.1 -0.4
H -14.822 5.706 19.720 0.4 0.6 -0.3
H -15.633 6.159 18.154 0.1 0.2 0.3
C -11.163 7.736 18.758 -1.5 -0.7 0.1
O -11.882 8.843 18.151 -2.1 -0.1 -0.7
C -13.177 8.639 17.665 -0.4 -1.9 0.2
O -13.738 7.588 17.308 2.1 2.4 1.0
O -13.815 9.823 17.676 0.3 -0.1 -0.3
C -15.142 9.898 17.141 -0.8 0.1 -0.6
H -10.095 7.841 18.567 -0.4 0.0 -0.1
H -11.639 6.804 18.452 0.7 -0.2 -0.8
H -11.390 7.665 19.822 0.4 0.8 0.2
H -15.934 9.585 17.821 0.4 0.0 0.5
H -15.360 9.354 16.222 0.9 -0.5 0.0
H -15.343 10.926 16.841 0.4 0.2 0.5
C -14.702 2.994 15.773 0.0 -0.1 -0.4
Cl -15.282 2.988 14.070 -0.4 -0.1 0.4
Cl -13.157 2.138 15.786 -0.3 0.0 0.2
Cl -15.882 2.296 16.935 0.5 0.4 -0.7
H -14.558 4.051 15.995 0.1 -0.4 0.3
C -12.053 3.035 19.320 0.6 0.0 -0.6
Cl -13.147 1.719 19.410 -0.9 -1.6 0.1
Cl -11.718 3.711 20.979 0.4 0.4 1.8
Cl -12.770 4.260 18.276 0.0 1.1 -0.8
H -11.074 2.705 18.972 -0.3 0.0 -0.4
C -8.264 4.670 17.392 -0.1 -0.2 0.1
Cl -8.416 3.990 19.046 0.2 0.2 -0.8
Cl -9.671 4.249 16.397 0.1 0.0 0.2
Cl -6.750 4.160 16.526 -0.6 0.3 0.7
H -8.274 5.755 17.491 0.3 -0.3 -0.1
```
Positions in Å, forces in eV/Å.

# 2
Molecular formula: C5H14Cl2Si2
Method: DFT, ωB97M-V with the def2-TZVPD basis set

Output
**LUMO energy**: -2.908 eV
**HOMO energy**: -6.78 eV
**Energy relative to the best compared isomer or geometry (same formula, charge and spin)**: 307.1 kJ/mol
**Frontier orbital gap**: 3.875 eV
**Multiplicity**: 1

XYZ file:
```
23
Properties=species:S:1:pos:R:3:forces:R:3
C -0.294 -3.375 -0.828 0.5 1.5 -0.7
C -0.907 1.642 1.603 2.6 0.1 -0.5
C 1.915 2.381 0.419 -0.6 -2.2 -3.9
C -0.606 1.527 -1.461 0.1 1.6 -0.4
C 0.187 -2.718 0.496 2.6 0.5 -1.7
Si 0.405 1.301 0.142 -3.1 2.3 1.6
Si 0.920 -0.958 0.130 -1.0 -1.6 0.3
Cl 2.520 -1.146 -1.035 0.7 -0.3 -0.4
Cl -3.900 0.264 -0.084 0.6 -0.1 0.0
H -1.120 -2.922 -1.437 1.0 0.5 0.8
H 0.590 -3.549 -1.421 0.0 -0.2 -0.6
H -0.724 -4.287 -0.593 -0.5 -2.1 0.7
H -1.892 1.829 1.323 -1.7 0.0 -1.2
H -0.985 0.976 2.426 0.2 -1.2 0.5
H -0.564 2.538 2.100 0.4 0.6 0.0
H 2.743 1.738 0.167 0.7 0.1 -0.4
H 1.922 3.266 -0.193 -0.1 0.1 -0.7
H 2.101 2.708 1.331 0.3 1.2 4.6
H -1.460 2.254 -1.167 1.3 -1.4 -0.3
H -0.118 1.963 -2.406 -0.4 -0.9 1.5
H -1.056 0.558 -1.644 -0.5 0.0 -0.4
H 0.944 -3.362 1.036 -0.6 0.7 -0.8
H -0.621 -2.626 1.098 -2.5 0.6 2.2
```
Positions in Å, forces in eV/Å.

# 3
Molecular formula: CBr2F2N2O2
Method: DFT, ωB97M-V with the def2-TZVPD basis set

Output
**LUMO energy**: -1.126 eV
**HOMO energy**: -11.10 eV
**Energy relative to the best compared isomer or geometry (same formula, charge and spin)**: 107.0 kJ/mol
**Frontier orbital gap**: 9.977 eV
**Multiplicity**: 1

XYZ file:
```
9
Properties=species:S:1:pos:R:3:forces:R:3
C 0.159 -0.531 -0.559 0.5 -1.2 3.9
N -0.588 -0.499 0.970 2.2 -1.3 -1.9
N 0.810 0.910 -0.408 -0.4 -2.0 -2.2
O 1.543 1.135 0.488 0.5 0.1 1.2
O 0.501 1.594 -1.334 -0.1 1.5 -0.5
F -1.683 0.211 0.807 -1.6 2.0 -0.5
F -1.141 -1.732 1.091 0.1 -1.2 0.2
Br 1.463 -2.092 -0.333 -1.0 1.9 -0.3
Br -0.959 -0.777 -2.014 -0.1 0.1 0.0
```
Positions in Å, forces in eV/Å.

# 4
Molecular formula: C24H71NO12
Method: DFT, ωB97M-V with the def2-TZVPD basis set

Output
**LUMO energy**: 0.312 eV
**SMILES string**: CC1(C)CCCC(C)(C)N1O.CC(C)O.CC(C)O.CC(C)O.CC(C)O.CC(C)O.O.O.O.O.O.O
**HOMO energy**: -8.68 eV
**Energy relative to the best compared isomer or geometry (same formula, charge and spin)**: 0.0 kJ/mol
**Frontier orbital gap**: 8.995 eV
**Multiplicity**: 1

XYZ file:
```
108
Properties=species:S:1:pos:R:3:forces:R:3
C -0.096 -3.295 -2.628 -1.0 3.0 -0.6
C 1.425 -3.087 -2.761 -0.6 0.9 -0.2
C 2.094 -2.924 -1.360 -0.2 -3.2 -1.3
C 1.923 -4.303 -3.587 0.3 0.4 0.1
C 1.525 -4.245 -5.106 0.7 -0.3 0.5
C 2.037 -2.880 -5.639 0.4 -0.6 -0.8
C 1.561 -1.613 -4.960 -0.6 -0.6 1.8
C 2.322 -0.346 -5.450 1.1 -1.7 2.1
C 0.054 -1.449 -5.202 1.4 2.9 -1.6
N 1.828 -1.822 -3.495 0.5 0.5 -0.1
O 1.310 -0.658 -2.776 0.4 -0.3 -0.3
H -0.399 -4.041 -1.935 0.1 -0.7 0.8
H -0.603 -2.296 -2.309 0.8 -1.7 -0.4
H -0.543 -3.576 -3.594 0.2 0.2 0.4
H 1.832 -2.021 -0.865 -0.2 0.5 0.4
H 1.794 -3.858 -0.803 0.2 1.1 0.0
H 3.161 -3.045 -1.539 0.2 0.5 0.3
H 3.012 -4.304 -3.540 0.2 0.1 -0.2
H 1.655 -5.221 -3.043 -0.4 0.2 -0.4
H 2.036 -5.111 -5.598 0.0 0.9 0.2
H 0.479 -4.454 -5.384 0.1 0.5 0.7
H 1.742 -2.707 -6.654 -0.3 -0.4 -1.0
H 3.124 -2.919 -5.712 0.2 0.1 0.4
H 2.016 0.531 -4.925 -0.4 0.6 0.2
H 2.313 -0.187 -6.466 -1.0 0.3 -2.5
H 3.408 -0.446 -5.327 -0.1 -0.2 0.7
H -0.370 -0.778 -4.459 -0.1 -0.1 0.0
H -0.480 -2.331 -5.275 -1.0 -1.8 0.0
H 0.005 -0.939 -6.207 -0.4 -0.4 0.9
H 2.088 -0.072 -2.712 -0.2 -0.6 0.1
C 5.489 0.355 -0.004 -0.3 0.4 -1.4
C 5.523 1.373 1.125 0.7 -1.7 -0.1
C 6.570 0.943 2.136 -1.4 -0.2 2.2
O 5.896 2.594 0.585 -0.3 1.6 0.0
H 4.762 0.708 -0.797 0.7 -0.4 0.8
H 5.148 -0.602 0.364 0.0 -0.4 0.0
H 6.489 0.262 -0.506 -0.8 0.0 0.6
H 4.540 1.342 1.603 -0.2 0.5 0.1
H 7.510 0.759 1.673 0.8 -0.1 -0.3
H 6.192 0.012 2.639 0.5 0.5 -0.7
H 6.691 1.629 3.021 -0.1 -0.2 -1.1
H 5.208 2.860 -0.043 0.3 -0.1 -0.1
C -3.960 3.222 -0.551 1.3 -0.6 1.4
C -2.762 2.648 -1.282 1.0 -2.0 1.0
C -2.651 2.890 -2.725 -0.9 0.6 -3.2
O -1.572 3.112 -0.585 -0.7 0.7 0.0
H -4.015 4.299 -0.758 -0.1 -0.2 0.4
H -3.787 2.939 0.550 -0.4 1.0 -1.4
H -4.877 2.743 -0.823 -0.6 -0.3 -0.4
H -2.648 1.539 -1.188 -0.9 0.5 0.3
H -3.607 2.683 -3.311 1.0 -0.1 1.0
H -1.841 2.380 -3.301 -0.5 0.0 0.9
H -2.484 3.939 -2.932 0.1 0.6 0.1
H -0.810 2.893 -1.139 0.6 -0.2 -0.1
C -1.724 -1.998 5.950 1.8 0.3 -0.1
C -2.196 -3.414 5.777 0.0 -1.4 0.3
C -2.783 -4.014 7.054 -0.8 1.6 0.6
O -3.163 -3.483 4.740 0.0 -0.3 -0.5
H -2.396 -1.499 6.625 -0.2 0.6 0.3
H -1.723 -1.498 4.966 -0.1 -0.2 0.5
H -0.654 -1.932 6.343 -1.4 -0.1 -0.3
H -1.330 -4.069 5.551 -0.6 0.3 -0.7
H -3.699 -3.397 7.273 0.6 -0.7 0.1
H -2.085 -3.815 7.862 0.1 -0.1 0.3
H -3.053 -5.069 7.080 0.1 0.1 -0.5
H -3.944 -2.949 4.961 0.5 -0.1 0.1
C -3.695 -2.164 1.379 -0.6 0.4 0.6
C -4.204 -0.741 1.577 -0.2 -0.3 0.4
C -5.678 -0.560 1.173 -0.7 0.9 2.2
O -4.037 -0.477 2.953 0.3 0.6 0.6
H -2.635 -2.276 1.493 0.7 0.3 -0.6
H -4.115 -2.492 0.460 0.2 -0.7 -1.1
H -4.044 -2.837 2.165 -0.6 0.3 0.1
H -3.603 0.035 1.052 -0.2 -0.7 -0.3
H -6.145 0.297 1.777 1.0 -0.7 -1.1
H -6.373 -1.362 1.456 0.7 -0.4 -0.2
H -5.750 -0.378 0.135 -0.3 0.3 -1.2
H -3.900 0.477 2.983 -0.3 0.1 0.6
C -0.066 0.466 0.988 -0.1 4.0 -0.8
C -0.783 1.039 2.200 0.6 -0.1 -0.8
C 0.014 0.689 3.434 -1.2 1.4 2.4
O -1.047 2.453 2.078 0.3 -0.4 0.6
H -0.069 -0.531 1.074 0.3 -3.9 0.3
H 0.945 0.865 0.854 0.0 -0.1 0.3
H -0.571 0.715 0.056 -0.3 0.0 -0.1
H -1.751 0.574 2.235 -0.5 -0.5 0.3
H -0.337 1.329 4.315 0.2 -0.7 -1.1
H 1.078 0.887 3.411 0.3 -0.1 -0.6
H -0.188 -0.329 3.784 0.2 0.0 -0.4
H -1.351 2.616 1.167 0.1 0.0 -0.2
O 3.005 3.375 0.701 0.8 1.1 1.3
H 2.277 3.928 1.141 0.4 -0.9 -0.3
H 3.792 3.519 1.294 -1.1 -0.2 -0.8
O 0.617 2.240 -2.033 -1.5 1.5 0.7
H 0.550 1.384 -2.394 0.2 -1.7 -0.7
H 1.507 2.562 -2.044 1.4 0.1 0.0
O 0.929 4.274 2.094 0.3 1.8 -0.5
H 0.389 3.489 2.229 -0.6 -0.1 -0.1
H 0.344 4.985 1.694 0.5 -1.3 0.6
O -3.823 2.788 3.089 0.7 -2.5 0.4
H -4.031 3.679 2.931 -0.1 1.8 -0.3
H -2.851 2.662 3.069 -0.5 0.6 -0.2
O -1.105 5.620 0.681 0.2 1.0 0.5
H -1.350 4.845 0.184 -0.2 -0.9 -0.6
H -1.011 6.332 0.040 0.0 -0.1 0.0
O 3.458 2.994 -1.859 -0.2 -1.0 -1.0
H 3.395 3.492 -1.044 -0.2 0.5 0.9
H 3.703 3.550 -2.595 0.2 0.4 0.0
```
Positions in Å, forces in eV/Å.

# 5
Molecular formula: C15H13FeN15O4S
Method: DFT, ωB97M-V with the def2-TZVPD basis set

Output
**LUMO energy (spin up / spin down)**: 4.266 / 4.266 eV
**HOMO energy (spin up / spin down)**: -2.21 / -2.10 eV
**Energy relative to the best compared isomer or geometry (same formula, charge and spin)**: 81.3 kJ/mol
**Frontier orbital gap (spin up / spin down)**: 6.473 / 6.366 eV
**Total charge**: -2
**Multiplicity**: 1

XYZ file:
```
49
Properties=species:S:1:pos:R:3:forces:R:3
Fe 0.435 0.123 -0.915 0.3 0.4 0.8
O 2.087 -3.146 -2.490 0.1 0.0 0.0
C 1.476 -2.337 -1.819 -0.1 -0.2 0.4
N 1.881 -1.224 -1.154 -0.3 -0.3 -0.9
C 3.114 -1.030 -0.656 0.1 0.0 0.1
O 4.130 -1.697 -0.776 0.0 0.1 -0.1
C 3.081 0.098 0.365 -0.1 -0.1 0.1
C 4.241 0.683 0.845 -0.1 -0.1 0.0
C 4.131 1.600 1.874 0.0 0.0 0.0
C 2.880 1.879 2.404 0.0 0.0 0.0
C 1.769 1.267 1.847 0.1 -0.1 -0.1
N 1.868 0.406 0.837 -0.1 0.1 -0.1
C 0.000 -2.577 -1.498 0.2 0.1 -0.2
C -0.631 -3.733 -1.916 0.0 0.0 0.0
C -1.951 -3.938 -1.551 0.0 0.0 0.0
C -2.586 -2.978 -0.782 0.0 0.0 0.0
C -1.882 -1.837 -0.426 -0.1 0.0 0.0
N -0.618 -1.640 -0.769 0.1 -0.1 0.3
H 5.185 0.407 0.399 0.0 0.0 0.0
H 5.014 2.089 2.269 0.0 0.0 0.0
H 2.756 2.572 3.226 0.0 0.0 0.0
H 0.768 1.465 2.208 0.0 0.0 0.0
H -0.065 -4.433 -2.515 0.0 0.0 0.0
H -2.479 -4.829 -1.868 0.0 0.0 0.0
H -3.617 -3.086 -0.474 0.0 0.0 0.0
H -2.349 -1.045 0.135 0.0 0.0 0.0
N 0.846 3.501 -0.453 0.0 0.0 0.1
C 1.684 2.836 -1.322 -0.1 0.2 0.0
N 2.702 3.419 -1.932 0.0 -0.1 0.0
N 3.236 2.420 -2.671 0.0 0.0 0.0
N 2.577 1.327 -2.505 0.0 0.0 0.1
N 1.561 1.558 -1.636 0.4 0.2 -0.2
C -0.320 2.975 0.049 0.1 0.0 -0.1
N -1.210 3.750 0.664 0.0 0.0 0.0
N -2.155 2.897 1.065 -0.2 -0.1 0.2
N -1.853 1.696 0.718 0.5 -0.3 -0.4
N -0.662 1.689 0.051 -0.6 0.1 -0.1
H 0.939 4.500 -0.416 0.0 0.0 0.0
N -3.636 -0.068 1.923 -0.1 -0.1 -0.1
C -3.558 -0.991 2.874 0.1 0.1 0.0
N -4.750 -1.624 3.173 0.0 0.0 0.1
S -2.150 -1.433 3.664 -0.1 0.0 0.0
H -4.519 0.070 1.457 0.0 0.0 0.0
H -2.828 0.454 1.515 -0.1 0.1 0.3
H -5.597 -1.090 3.053 0.0 0.0 0.0
H -4.701 -2.172 4.016 0.0 0.0 0.0
O -2.341 0.771 -3.755 0.1 -0.1 0.1
N -1.172 0.397 -3.737 0.2 0.1 -0.1
O -0.731 0.058 -2.594 -0.5 0.0 -0.2
```
Positions in Å, forces in eV/Å.